C63H96F14N16O31S14 | wB97M-V/def2-TZVPD

## Properties
* frontier orbital gap: 7.0 eV
* spin multiplicity: 1
* HOMO: -0.472 Ha
* lowest unoccupied orbital energy: -5.84 eV
* net charge: +2

Cartesian coordinates (Å):
N: 13.762 -24.777 12.373
H: 21.201 -24.315 2.292
C: 22.128 -25.516 4.638
N: 12.582 -35.625 9.606
H: 17.813 -34.074 10.470
C: 21.496 -28.280 11.746
H: 16.410 -26.157 6.763
H: 16.819 -20.094 14.746
N: 14.665 -22.642 5.133
S: 19.310 -24.364 9.761
N: 20.557 -24.224 8.829
S: 15.391 -30.560 11.459
O: 21.107 -28.294 1.821
O: 13.194 -23.398 3.413
C: 20.804 -20.776 9.179
C: 21.379 -29.618 11.263
O: 16.479 -32.061 14.840
H: 17.589 -32.297 7.654
O: 14.370 -32.749 13.669
C: 6.669 -26.832 4.250
H: 12.639 -36.176 12.346
C: 18.641 -20.748 10.448
H: 15.985 -28.255 8.886
C: 20.708 -26.353 13.082
F: 20.936 -30.225 8.692
H: 11.353 -34.577 6.609
H: 12.726 -35.706 6.872
H: 18.018 -26.575 6.364
H: 18.287 -26.260 3.044
C: 12.192 -22.546 8.070
H: 17.056 -30.774 8.343
H: 15.335 -31.859 6.493
S: 21.622 -29.938 5.338
N: 19.735 -34.542 11.069
S: 16.007 -22.386 5.903
F: 19.632 -23.264 11.000
O: 9.947 -28.727 6.133
C: 20.439 -26.252 2.843
H: 14.822 -30.293 8.005
H: 22.125 -29.982 10.581
C: 10.086 -23.788 8.438
C: 7.718 -25.549 6.037
C: 13.077 -34.651 10.777
C: 20.201 -31.817 11.279
H: 18.204 -31.725 10.473
H: 22.584 -21.014 8.004
S: 21.204 -28.837 7.958
O: 20.837 -34.260 8.302
H: 17.472 -32.571 5.331
H: 11.182 -34.150 11.798
H: 21.215 -20.844 10.212
C: 23.777 -28.322 2.142
O: 21.935 -25.265 10.632
H: 17.737 -28.686 8.753
H: 14.057 -33.763 9.044
H: 19.863 -26.218 13.790
H: 16.248 -21.676 14.334
C: 17.296 -21.234 10.475
C: 10.959 -23.637 6.258
H: 18.525 -36.051 10.370
C: 13.380 -35.523 12.031
C: 15.611 -30.844 6.058
H: 9.979 -35.159 9.987
N: 18.321 -34.252 7.860
C: 19.049 -20.081 11.600
H: 20.014 -19.510 11.527
H: 11.127 -37.449 7.656
H: 17.442 -31.144 4.118
O: 20.166 -27.946 8.434
C: 17.767 -31.541 5.085
F: 5.893 -29.047 7.214
F: 9.851 -29.006 8.433
F: 11.883 -23.582 13.177
H: 24.102 -26.117 4.212
H: 15.569 -21.525 11.793
S: 8.962 -28.769 7.154
C: 16.646 -28.164 6.780
H: 4.542 -28.066 3.616
C: 23.000 -27.018 2.628
S: 6.785 -30.046 6.274
C: 8.924 -24.791 6.618
C: 10.728 -36.839 8.466
C: 21.596 -21.228 5.557
C: 11.480 -35.421 8.646
F: 15.586 -25.236 11.029
O: 12.158 -23.816 10.781
H: 20.348 -26.819 4.924
H: 14.943 -33.426 10.617
H: 22.313 -27.644 11.320
N: 8.100 -30.113 7.135
H: 18.577 -19.470 13.538
H: 22.264 -24.498 4.193
O: 18.188 -23.839 9.018
S: 14.533 -23.460 3.786
O: 16.179 -30.408 10.201
H: 14.627 -27.766 7.226
F: 16.119 -23.719 6.787
H: 11.753 -32.761 9.113
O: 13.429 -22.258 12.151
H: 6.731 -27.428 3.293
N: 10.995 -23.313 7.579
H: 6.453 -25.251 7.774
F: 17.121 -36.176 7.100
F: 21.079 -31.406 5.589
H: 23.062 -26.035 0.600
H: 15.389 -30.875 4.936
H: 17.227 -27.041 8.525
H: 12.411 -32.958 11.682
O: 15.665 -26.052 13.255
C: 15.114 -28.493 6.573
H: 10.759 -37.348 9.462
C: 9.052 -24.555 7.972
S: 15.291 -24.881 12.532
H: 19.334 -36.384 11.959
H: 17.697 -20.926 7.781
C: 17.099 -30.743 6.194
C: 19.512 -20.969 6.773
F: 15.344 -29.127 12.077
H: 15.279 -20.265 13.847
N: 20.618 -27.782 12.604
H: 4.153 -28.410 5.311
H: 22.290 -25.398 5.703
O: 14.030 -30.925 11.232
F: 22.693 -23.333 9.530
H: 22.098 -32.508 12.114
C: 4.385 -27.608 4.608
C: 5.426 -26.290 6.218
H: 20.434 -25.277 0.847
C: 16.568 -21.185 11.633
C: 23.434 -25.871 1.663
C: 19.385 -28.441 12.805
H: 12.772 -22.272 7.215
N: 17.056 -20.655 12.786
C: 17.666 -31.186 7.542
C: 21.494 -20.886 7.981
N: 20.960 -29.068 6.419
F: 16.449 -33.724 13.152
C: 11.895 -33.712 11.097
H: 20.005 -25.083 4.634
H: 23.031 -24.888 2.047
C: 12.096 -34.940 7.318
H: 16.949 -21.713 9.579
S: 15.775 -32.339 13.620
H: 24.523 -25.871 1.601
C: 23.119 -26.547 4.117
F: 20.043 -34.901 6.095
C: 18.786 -33.680 10.751
C: 20.316 -30.363 11.685
C: 18.205 -19.958 12.667
H: 10.350 -32.602 10.201
H: 12.935 -23.092 8.696
S: 22.004 -24.797 9.317
O: 22.989 -30.125 5.456
H: 19.532 -24.545 2.062
N: 16.258 -31.391 12.491
H: 21.709 -26.261 13.460
C: 7.816 -26.162 4.758
O: 13.261 -36.707 9.453
C: 19.362 -20.812 9.175
N: 17.435 -29.318 6.045
H: 21.634 -20.312 4.983
O: 17.201 -22.545 5.073
H: 3.506 -26.971 4.539
H: 9.715 -34.247 8.513
H: 9.839 -24.485 4.712
H: 23.563 -28.396 1.081
O: 15.920 -34.165 7.586
S: 12.876 -23.578 11.986
H: 23.409 -29.240 2.606
S: 16.949 -35.031 8.075
H: 18.842 -31.460 5.141
H: 12.552 -33.925 7.448
C: 14.750 -29.915 6.918
O: 6.954 -29.355 5.022
H: 8.781 -26.295 4.265
N: 5.559 -26.890 4.983
N: 21.460 -27.316 2.418
H: 11.843 -21.694 8.631
O: 6.027 -31.224 6.275
C: 20.925 -34.115 11.539
F: 14.678 -24.927 4.442
O: 16.844 -35.619 9.333
C: 10.475 -34.533 9.314
H: 16.756 -26.727 5.084
S: 19.747 -35.040 7.694
C: 20.617 -25.961 4.366
O: 18.326 -29.003 5.257
H: 18.541 -27.873 13.266
H: 24.836 -28.247 2.310
H: 9.732 -36.585 8.184
H: 18.699 -30.821 7.607
H: 19.045 -27.897 3.009
O: 19.701 -36.483 7.805
C: 19.074 -26.892 2.610
O: 8.210 -27.600 7.469
H: 13.696 -30.053 6.629
H: 18.297 -30.246 12.589
H: 20.312 -36.542 10.454
C: 14.374 -34.157 10.008
C: 19.282 -29.743 12.399
H: 19.028 -20.931 5.799
C: 19.018 -32.339 10.856
H: 10.263 -23.588 9.519
C: 11.185 -33.273 9.861
C: 20.495 -25.021 1.944
H: 14.200 -36.211 11.926
O: 21.070 -29.537 4.084
O: 19.060 -25.551 10.530
H: 13.443 -34.760 12.824
H: 11.792 -23.194 5.727
H: 14.980 -35.034 9.938
H: 22.532 -21.696 5.857
C: 21.166 -32.760 11.668
H: 22.897 -27.346 4.866
O: 22.534 -28.504 8.350
H: 20.977 -21.981 4.976
O: 15.876 -21.249 6.739
H: 14.903 -28.197 5.615
H: 20.520 -25.655 12.286
C: 16.995 -26.815 6.129
C: 16.955 -28.075 8.301
O: 22.718 -25.284 8.218
H: 8.383 -24.895 8.716
C: 6.467 -25.600 6.734
N: 20.860 -20.953 6.844
H: 4.492 -26.500 6.748
H: 21.676 -34.830 11.839
O: 15.579 -23.306 2.847
C: 18.740 -20.895 7.931
H: 18.822 -26.889 1.512
O: 16.006 -23.624 12.796
C: 19.438 -35.994 10.942
C: 9.877 -24.313 5.760
C: 16.297 -20.678 13.968

Atomic partial charges in e from the Löwdin method, atoms 1 to 5:
1 N -0.298
2 H 0.052
3 C -0.151
4 N 0.056
5 H 0.120

***

C43H52BClCsF4N9O3PS | wB97M-V/def2-TZVPD

## Properties
* ΔE to the lowest compared entry with this formula, charge and spin: 104.5 kJ/mol
* frontier orbital gap: 7.5 eV
* spin multiplicity: 1
* HOMO: -0.204 Ha
* lowest unoccupied orbital energy: 1.96 eV
* net charge: -1

Cartesian coordinates (Å):
H: -3.150 -3.681 -2.467
H: -0.882 6.367 -4.214
C: 6.129 -3.485 -0.648
F: -2.431 -2.031 -5.027
C: 3.481 2.505 -4.413
H: 7.059 -3.644 -1.179
Cl: -2.150 2.795 -0.127
C: 2.258 3.093 -2.418
H: -0.272 2.215 5.714
H: 3.729 2.541 2.577
C: 2.783 0.137 5.462
H: 2.815 -0.404 6.411
F: -0.995 -3.372 -6.214
H: -1.491 -1.177 2.376
H: 3.043 4.755 -1.309
N: -3.109 0.364 -2.890
C: -2.711 4.711 -1.907
C: 2.439 4.258 2.694
H: 3.360 2.120 4.803
H: 0.728 3.240 4.675
C: 0.714 2.308 5.239
C: -5.030 -0.123 -4.149
C: -1.128 5.674 -3.419
C: 2.936 3.103 2.100
H: -2.810 -3.612 4.924
F: -0.429 -1.172 -5.770
H: -4.565 -6.201 1.250
C: -3.999 0.965 -3.865
N: -4.786 -1.132 -3.122
C: 4.217 4.348 -3.059
C: 3.331 -0.928 -0.106
H: -5.195 -4.543 1.319
C: 5.636 -4.496 0.175
H: -1.089 0.156 -2.366
H: 5.807 -1.496 -1.441
C: 2.433 2.277 -3.533
H: 1.755 1.449 -3.710
C: 4.257 -2.125 -0.102
H: 0.128 5.105 0.370
C: -2.420 5.605 -2.920
C: -2.458 -4.003 3.969
O: 2.352 -2.542 2.836
H: -4.579 -2.895 -4.274
H: 2.851 4.601 3.637
C: -0.143 4.849 -2.905
N: -0.544 1.221 2.279
N: 2.281 -1.092 0.737
H: -6.234 -2.314 -4.001
C: 4.442 -4.333 0.866
Cs: -0.105 -1.249 -0.640
C: 2.418 2.659 0.896
H: 2.797 1.751 0.440
H: -1.482 -4.485 4.125
C: -1.380 -1.939 3.143
C: 1.394 -0.050 4.832
H: 2.028 3.310 6.620
C: 4.373 3.540 -4.177
S: 2.251 -2.550 1.390
H: 6.193 -5.420 0.271
H: -4.098 -3.121 -1.068
O: 1.154 -3.335 0.853
H: -0.364 -2.349 3.107
C: 0.911 4.537 0.857
C: 3.781 -3.133 0.704
N: -2.381 -2.965 2.964
H: -4.454 1.880 -3.472
C: -4.315 -5.153 1.072
H: -3.447 1.225 -4.772
H: -1.529 1.730 -3.022
H: -2.212 -4.767 -0.552
H: -1.105 -3.553 -1.082
H: 3.914 1.716 6.419
H: -6.058 0.242 -4.084
H: 1.440 -0.775 4.027
C: -3.448 -4.957 3.325
H: -3.202 6.238 -3.319
C: -1.705 0.657 -3.097
C: 3.164 4.128 -2.184
H: 1.022 5.864 2.535
N: 0.928 1.223 4.279
H: -3.322 -5.993 3.642
H: -3.708 4.626 -1.495
C: -5.255 -2.446 -3.538
H: 3.543 -0.307 4.818
C: -3.505 -0.934 -2.582
H: -4.870 -0.555 -5.143
C: 3.073 1.617 5.729
N: -3.176 -4.802 1.900
C: 0.143 1.202 3.211
H: 3.604 1.861 -5.275
C: 5.443 -2.288 -0.799
H: 5.199 3.710 -4.856
H: 1.496 1.738 7.181
H: -4.098 -5.034 0.017
H: -4.477 -4.642 3.554
N: -2.049 -3.026 0.669
C: -3.118 -3.061 -1.564
N: -2.764 -1.697 -1.887
H: -1.543 -1.455 4.108
H: 4.047 -5.113 1.504
C: 1.419 4.966 2.077
O: 3.528 0.049 -0.817
H: 0.670 -0.415 5.574
C: -2.523 -3.560 1.712
C: -1.710 3.887 -1.402
H: -1.386 0.302 -4.083
F: -0.422 -2.729 -4.078
H: 4.918 5.151 -2.866
C: -0.406 3.930 -1.883
H: -5.388 -3.115 -2.694
C: 1.411 3.387 0.257
C: -2.086 -3.682 -0.620
H: 0.856 4.907 -3.316
P: 0.847 2.703 -1.329
C: 1.827 2.287 6.295
B: -1.062 -2.333 -5.276

Atomic partial charges in e from the Löwdin method, atoms 1 to 5:
1 H 0.120
2 H 0.100
3 C -0.076
4 F 0.086
5 C -0.076

***

What is the spin multiplicity in the second record?
1